{"formula": "C18H38F2NO12", "method": "ωB97M-V/def2-TZVPD", "symbols": ["N", "H", "H", "H", "H", "C", "C", "O", "C", "O", "O", "F", "H", "H", "H", "C", "C", "O", "C", "O", "O", "F", "H", "H", "H", "C", "O", "C", "C", "O", "C", "C", "O", "C", "H", "H", "H", "H", "H", "H", "H", "H", "H", "H", "H", "H", "H", "H", "C", "O", "C", "C", "O", "C", "C", "O", "C", "H", "H", "H", "H", "H", "H", "H", "H", "H", "H", "H", "H", "H", "H"], "coordinates": [[-5.08681, -54.35481, 23.22614], [-5.19646, -54.28881, 24.21407], [-5.47934, -54.99503, 22.67551], [-4.00206, -54.35045, 23.18874], [-5.54152, -53.54400, 22.77085], [-4.46859, -53.92611, 27.16841], [-5.13612, -53.78843, 28.54789], [-6.50922, -53.67128, 28.18400], [-6.61749, -53.35631, 26.99538], [-7.73658, -53.20844, 26.48621], [-5.47684, -53.25544, 26.36314], [-4.74149, -52.66893, 29.21108], [-4.25691, -54.95586, 26.74881], [-3.48200, -53.58494, 27.07097], [-4.62586, -54.65028, 29.12212], [-7.39344, -50.30219, 21.77958], [-8.76526, -50.85985, 21.30221], [-9.04660, -51.93367, 22.25527], [-7.86669, -52.12587, 22.90065], [-7.70801, -52.94147, 23.81179], [-6.93686, -51.25697, 22.65951], [-8.82902, -51.26029, 20.00957], [-7.72795, -49.32589, 22.38433], [-6.65251, -50.22062, 20.96767], [-9.52898, -50.28019, 21.28813], [-7.59013, -56.51489, 25.07620], [-6.22933, -56.47665, 24.90532], [-5.45730, -57.59847, 25.13785], [-4.00297, -57.59274, 24.51175], [-3.63886, -56.42378, 24.69093], [-2.29970, -56.18915, 24.72171], [-1.52656, -56.30060, 23.41700], [-2.00299, -55.33601, 22.47264], [-1.51624, -55.54569, 21.10623], [-8.05984, -55.36095, 25.26826], [-7.96004, -56.77935, 26.00047], [-8.07683, -56.97097, 24.00693], [-6.15518, -58.53217, 24.79369], [-5.39653, -57.69589, 26.33464], [-4.32297, -57.68106, 23.55696], [-3.32338, -58.34464, 24.98373], [-1.74207, -56.80230, 25.43931], [-1.94748, -55.12293, 24.96834], [-1.63596, -57.38285, 23.05965], [-0.41852, -56.23168, 23.57891], [-1.77030, -56.65819, 20.57841], [-0.55799, -55.38208, 21.10117], [-1.69082, -54.69671, 20.32437], [-3.34764, -51.30399, 24.37617], [-3.28462, -52.08061, 23.10593], [-3.44035, -51.08970, 22.00614], [-3.45143, -52.05804, 20.74054], [-4.57108, -52.57401, 20.72850], [-4.85162, -53.41810, 19.55750], [-6.30103, -53.88121, 19.62038], [-6.57686, -54.69638, 20.75019], [-7.85302, -55.37042, 20.70025], [-2.52095, -50.46838, 24.61791], [-3.06392, -52.08146, 25.09957], [-4.47485, -51.22715, 24.58979], [-2.57825, -50.37010, 21.85271], [-4.46653, -50.63987, 22.29460], [-2.76781, -52.75038, 20.88917], [-3.23256, -51.33510, 19.88872], [-3.89404, -54.16417, 19.34146], [-4.90024, -52.63969, 18.69337], [-6.59903, -54.42470, 18.67761], [-6.86480, -53.05634, 19.85592], [-8.70144, -54.78438, 20.38936], [-8.07066, -55.77997, 21.85500], [-7.56386, -56.33015, 20.17352]], "forces_ev_per_a": [[4.296, 4.787, 1.152], [-1.510, -0.753, 0.997], [-1.959, -4.628, -1.821], [-1.985, 0.205, -1.081], [1.047, 0.469, 0.565], [-1.511, -0.885, -0.653], [2.838, -1.620, -0.336], [2.153, -2.357, 7.442], [-5.916, 1.459, -6.126], [2.947, 0.000, 0.903], [2.626, -0.139, -1.611], [-0.349, 0.181, -0.280], [-1.335, 0.453, 0.830], [1.064, 1.891, 0.125], [-2.441, 0.823, -0.083], [-2.179, 2.409, -0.379], [3.503, -3.472, 0.476], [1.874, 1.153, -1.506], [-1.257, -3.648, 4.763], [-0.458, 1.057, -2.920], [1.403, 0.401, -0.205], [1.083, -1.312, -0.634], [1.470, -1.752, -1.494], [-0.534, 0.631, 0.312], [-4.745, 4.420, 1.136], [-2.801, 3.340, -4.088], [1.949, 1.994, -0.785], [-2.147, -4.259, 3.487], [-5.173, -6.677, 2.062], [3.376, 9.911, 1.965], [4.021, 2.606, -0.224], [0.297, -2.325, -1.297], [-0.283, -0.480, -1.240], [-4.877, -1.717, -1.722], [1.715, -2.508, -1.554], [-0.492, -2.390, 1.931], [0.739, 0.901, 3.431], [2.068, 1.641, 0.622], [0.165, -0.092, -2.268], [0.218, -1.706, -3.998], [-0.801, -0.068, -0.687], [-0.380, -0.327, 0.148], [-1.719, -0.983, 0.412], [-0.134, 1.290, -0.227], [-0.867, 0.398, 0.144], [0.458, 3.114, 1.763], [5.904, -0.201, 0.504], [-1.287, -1.286, 1.744], [0.111, -1.913, 0.707], [1.050, 3.430, 0.584], [-0.173, -2.022, 0.196], [3.846, 9.445, 0.795], [-9.746, -5.483, -1.649], [1.604, 1.245, -1.172], [1.315, -2.727, -0.157], [-0.018, -0.320, 0.825], [1.825, -3.023, 3.215], [-2.378, -1.353, -1.325], [0.067, 0.142, 0.084], [1.733, 1.227, -0.228], [-0.998, -0.643, 0.907], [1.701, -0.086, -1.309], [4.430, -2.905, 0.441], [0.038, -0.981, 0.162], [-2.790, 1.523, 0.715], [0.490, -1.447, 0.938], [0.294, 0.796, 0.739], [-1.461, 2.502, -0.647], [-0.079, 0.179, -0.495], [0.482, 1.407, -2.949], [-1.412, 1.061, -0.071]], "gap_ev": 10.37, "e_above_lowest_kcal_mol": 57.6, "total_energy_ev": -50759.0486, "multiplicity": 1, "charge": 1}